DFT (ωB97M-V/def2-TZVPD) results for a 10-piece molecular cluster, C3H26NO10 overall.

Computed properties:
Frontier orbital gap   0.3634 Ha
Energy relative to the best compared isomer or geometry (same formula, charge and spin)   0.0 kJ/mol
HOMO level   -6.75 eV
LUMO energy   3.135 eV

```
! RIJCOSX wB97M-V def2-TZVPD def2/J DEFGRID3
* xyz -1 1
C 1.076 -1.026 2.358
N 1.123 -1.143 0.885
C 1.284 -2.511 0.459
O 0.227 -3.356 0.840
C 0.791 0.403 2.784
H 2.047 -1.384 2.737
H 0.342 -1.729 2.763
H 0.328 -0.673 0.463
H 1.439 -2.595 -0.630
H 2.172 -2.965 0.923
H 1.452 1.116 2.299
H -0.232 0.722 2.549
H 0.910 0.510 3.863
H 2.749 2.013 0.248
H 2.626 0.549 0.715
O 3.291 1.199 0.448
H 3.076 0.647 -1.278
H 1.780 -0.113 -1.499
O 2.438 0.412 -1.995
H -0.645 -3.159 0.397
H -1.906 -1.851 -0.883
O -2.139 -2.676 -0.367
H 0.658 3.176 -0.593
H 1.703 2.466 -1.438
O 1.644 3.106 -0.713
H -2.866 -0.128 1.210
H -2.021 -1.019 2.102
O -2.945 -0.904 1.834
H -1.571 2.437 -0.357
H -0.876 2.679 -1.707
O -1.024 3.103 -0.835
H -2.184 0.414 -0.775
H -2.372 -0.570 -2.326
O -1.671 -0.378 -1.694
H -0.970 0.770 -2.548
H 0.372 1.430 -3.039
O -0.583 1.588 -3.015
H -2.601 -2.293 0.406
H -3.452 1.454 -0.229
O -2.617 1.092 0.084
*
```

***

DFT (ωB97M-V/def2-TZVPD) results for a 2-piece molecular cluster, C3H9NOS overall at a distorted geometry.

Computed properties:
Frontier orbital gap (spin up / spin down)   0.3019 / 0.3009 Ha
Energy relative to the best compared isomer or geometry (same formula, charge and spin)   616.0 kJ/mol
HOMO level (spin up / spin down)   -8.52 / -8.75 eV
LUMO energy (spin up / spin down)   -0.308 / -0.561 eV

```
! RIJCOSX wB97M-V def2-TZVPD def2/J DEFGRID3
* xyz 0 1
C -2.760 0.442 -0.080
C 0.882 -1.416 0.390
C 2.177 0.671 -0.568
N -2.145 -0.427 -0.879
O 0.001 1.087 0.869
S 0.361 0.245 -0.278
H -3.003 1.355 -0.512
H -2.211 0.799 0.849
H -3.707 -0.032 0.440
H 0.180 -1.610 1.270
H 0.808 -2.241 -0.164
H 1.872 -1.124 0.808
H 2.426 -0.107 -1.245
H 2.304 1.609 -1.152
H 2.815 0.751 0.252
*
```

***

DFT (ωB97M-V/def2-TZVPD) results for one molecule with the formula C5H8O.

Computed properties:
Frontier orbital gap   0.3389 Ha
Energy relative to the best compared isomer or geometry (same formula, charge and spin)   359.4 kJ/mol
HOMO level   -8.46 eV
LUMO energy   0.756 eV

```
! RIJCOSX wB97M-V def2-TZVPD def2/J DEFGRID3
* xyz 0 1
O 1.728 -1.343 0.363
C 0.799 -0.522 -0.307
C -0.681 -0.813 -0.028
C -1.366 0.551 -0.255
C -0.368 1.683 -0.152
C 0.883 0.980 0.008
H 1.539 -1.289 1.309
H 1.024 -0.665 -1.372
H -1.088 -1.618 -0.646
H -0.781 -1.125 1.022
H -1.705 0.655 -1.299
H -2.258 0.717 0.358
H 0.549 1.220 1.084
H 1.849 1.481 -0.094
*
```

***

DFT (ωB97M-V/def2-TZVPD) results for a 2-piece molecular cluster, C2H8N2O overall at a distorted geometry.

Computed properties:
Frontier orbital gap   0.3169 Ha
Structure (SMILES)   N/C=C/N.O
Energy relative to the best compared isomer or geometry (same formula, charge and spin)   250.0 kJ/mol
HOMO level   -7.72 eV
LUMO energy   0.905 eV

```
! RIJCOSX wB97M-V def2-TZVPD def2/J DEFGRID3
* xyz 0 1
C 0.236 0.929 -0.795
C 0.678 -0.033 0.000
N 1.349 0.135 1.203
N -0.192 0.549 -2.038
H 0.273 1.925 -0.324
H 0.775 -1.137 -0.231
H 0.807 -0.140 2.037
H 1.843 0.977 1.175
H -0.517 -0.397 -2.220
H -0.673 1.258 -2.558
H -1.558 -1.390 0.358
H -1.095 -0.477 1.450
O -1.679 -1.349 1.366
*
```